P.
Computed, not measured: one molecule with the formula C19H32N2O2, with ωB97M-V with the def2-TZVPD basis set.

Geometry (Å):
C (5.97, -0.42, -1.20)
C (6.13, -0.90, 0.02)
C (5.05, -0.97, 1.05)
C (4.80, -2.42, 1.48)
C (3.81, -2.54, 2.63)
C (2.38, -2.13, 2.26)
C (1.41, -2.39, 3.41)
C (0.00, -1.87, 3.14)
C (-0.73, -2.62, 2.03)
C (-2.17, -2.13, 1.86)
C (-2.22, -0.67, 1.49)
O (-2.58, 0.23, 2.23)
N (-1.80, -0.41, 0.23)
N (-1.69, 0.92, -0.20)
C (-2.20, 1.34, -1.40)
C (-2.58, 0.49, -2.38)
C (-3.01, 0.94, -3.68)
O (-3.39, 0.18, -4.55)
C (-2.92, 2.44, -3.93)
C (-3.18, 3.27, -2.67)
C (-4.61, 3.06, -2.18)
C (-2.96, 4.76, -2.97)
C (-2.18, 2.82, -1.59)
H (6.77, -0.39, -1.92)
H (5.02, -0.03, -1.54)
H (7.09, -1.28, 0.33)
H (4.14, -0.53, 0.65)
H (5.36, -0.39, 1.93)
H (4.43, -2.99, 0.62)
H (5.75, -2.86, 1.78)
H (4.15, -1.94, 3.47)
H (3.79, -3.59, 2.96)
H (2.36, -1.07, 2.02)
H (2.08, -2.69, 1.37)
H (1.79, -1.91, 4.31)
H (1.36, -3.47, 3.60)
H (-0.59, -1.95, 4.06)
H (0.05, -0.81, 2.88)
H (-0.75, -3.69, 2.28)
H (-0.19, -2.51, 1.09)
H (-2.71, -2.26, 2.80)
H (-2.67, -2.72, 1.09)
H (-1.41, -1.11, -0.38)
H (-1.79, 1.54, 0.61)
H (-2.61, -0.58, -2.22)
H (-1.92, 2.65, -4.30)
H (-3.63, 2.70, -4.72)
H (-5.32, 3.37, -2.95)
H (-4.80, 3.65, -1.28)
H (-4.80, 2.02, -1.95)
H (-3.65, 5.09, -3.73)
H (-3.12, 5.36, -2.08)
H (-1.95, 4.93, -3.32)
H (-1.17, 3.12, -1.88)
H (-2.41, 3.32, -0.64)

The LUMO energy is 0.51 eV. The SMILES is C=CCCCCCCCCC(=O)NNC1=CC(=O)CC(C)(C)C1. The HOMO energy comes out at -8.529 eV.

Results of the natural (NBO) charge analysis, in e, for atoms 1 through 4:
1. C -0.40
2. C -0.16
3. C -0.44
4. C -0.38

Q.
Computed, not measured: one molecule with the formula C19H32N2O2, with ωB97M-V with the def2-TZVPD basis set.

Geometry (Å):
C (5.52, 3.25, -0.51)
C (5.97, 2.20, 0.50)
C (5.47, 0.81, 0.11)
C (5.92, -0.25, 1.11)
C (5.48, -1.67, 0.73)
C (3.97, -1.89, 0.81)
O (3.37, -1.33, -0.33)
C (2.01, -1.37, -0.45)
C (1.15, -1.96, 0.46)
C (-0.22, -1.93, 0.23)
C (-0.75, -1.32, -0.90)
C (-2.23, -1.29, -1.16)
N (-2.66, 0.07, -1.47)
C (-2.52, 1.00, -0.36)
C (-3.61, 0.85, 0.70)
N (-4.91, 1.01, 0.07)
C (-6.02, 1.19, 0.98)
C (-6.45, -0.04, 1.81)
O (-7.43, -0.83, 1.18)
C (-5.10, 0.01, -0.96)
C (-3.99, 0.17, -2.01)
C (0.13, -0.72, -1.80)
C (1.49, -0.74, -1.58)
H (4.43, 3.28, -0.57)
H (5.87, 4.24, -0.22)
H (5.91, 3.03, -1.50)
H (5.58, 2.46, 1.49)
H (7.06, 2.20, 0.56)
H (5.86, 0.55, -0.88)
H (4.39, 0.82, 0.04)
H (5.52, -0.01, 2.10)
H (7.01, -0.24, 1.19)
H (5.80, -1.89, -0.28)
H (5.96, -2.38, 1.41)
H (3.57, -1.43, 1.73)
H (3.76, -2.97, 0.85)
H (1.52, -2.45, 1.34)
H (-0.88, -2.40, 0.94)
H (-2.45, -1.90, -2.04)
H (-2.76, -1.73, -0.30)
H (-1.53, 0.86, 0.09)
H (-2.57, 2.01, -0.78)
H (-3.49, 1.64, 1.45)
H (-3.50, -0.12, 1.21)
H (-6.88, 1.52, 0.39)
H (-5.74, 2.00, 1.66)
H (-6.91, 0.29, 2.74)
H (-5.57, -0.65, 2.07)
H (-7.09, -1.14, 0.33)
H (-6.07, 0.17, -1.43)
H (-5.06, -1.02, -0.56)
H (-4.12, -0.57, -2.80)
H (-4.09, 1.17, -2.45)
H (-0.28, -0.24, -2.67)
H (2.17, -0.28, -2.28)

The LUMO energy is 0.80 eV. The SMILES is CCCCCCOc1ccc(CN2CCN(CCO)CC2)cc1. The HOMO energy comes out at -8.055 eV.

Results of the natural (NBO) charge analysis, in e, for atoms 1 through 4:
1. C -0.60
2. C -0.39
3. C -0.40
4. C -0.39

Question: which arrangement is favored energetically? Ranking from most to least stable: P, Q.